This record from the Open Molecules 2025 dataset describes a structure of composition C3H6O3Y at a distorted geometry. The level of theory is the ωB97M-V functional and the def2-TZVPD basis.

Structure (XYZ):
```
13
Properties=species:S:1:pos:R:3:forces:R:3
Y -2.9914 0.4958 -1.0701 1.34 -0.13 -0.45
O -0.1213 -0.0535 -0.4602 -0.73 -0.86 -1.32
O 0.8165 1.8556 -1.4344 1.76 -2.09 0.70
O -0.9211 1.0345 -2.1276 -3.58 1.76 -2.73
C 0.1531 0.8151 -1.3972 0.46 4.59 2.79
C 0.5391 -0.0957 0.8272 1.36 -0.17 0.94
C 0.3745 -1.4990 1.3558 -0.02 -0.07 -0.05
H 0.0639 0.6542 1.4671 0.05 0.01 -0.19
H -0.5032 2.1539 -2.3086 -0.51 -3.10 0.09
H 1.5853 0.1851 0.6726 -0.17 -0.08 0.03
H 0.6719 -2.2400 0.6024 0.10 0.21 0.27
H 1.0046 -1.6130 2.2476 -0.27 -0.06 -0.21
H -0.6719 -1.6930 1.6254 0.22 -0.01 0.11
```
Positions in Å, forces in eV/Å.

Its spin multiplicity is 2. As for the expectation value of S²: 0.751. The total energy is -381.1599 Eh. The relative energy (zero: lowest compared OMol25 entry of this formula, charge and spin) is 40.9 kcal per mole. Its HOMO energy (spin up / spin down) is -0.6232 / -0.7169 Ha. As for the net charge: +2.

Here are the Löwdin charges for atoms 1 to 8, given in e: atom 1 (Y): 1.85, atom 2 (O): -0.02, atom 3 (O): 0.17, atom 4 (O): -0.12, atom 5 (C): -0.60, atom 6 (C): -0.16, atom 7 (C): -0.04, atom 8 (H): 0.14